(1)
Formula: C30H32AsCl5IN4O4Si2Ti
Source: OMol25
Level of theory: wB97M-V/def2-TZVPD

Largest force on an atom (hartree/bohr): 0.04550
Frontier orbital gap (eV): 6.8
Highest occupied orbital energy (eV): -10.7

Structure (ORCA input):
```
! RIJCOSX wB97M-V def2-TZVPD def2/J DEFGRID3
* xyz 1 1
Ti -0.1576 -0.5315 0.7167
Cl 0.4565 -5.2803 6.1475
C 0.5882 -4.0511 4.9623
C -0.3579 -3.9637 3.9423
Cl -1.6711 -5.0582 3.8552
C -0.2303 -2.9612 2.9959
Cl -1.3315 -2.7665 1.6815
C 0.7888 -2.0071 3.0401
O 0.8056 -1.0248 2.1656
C 1.7334 -2.1168 4.0641
Cl 2.9730 -0.9295 4.1318
C 1.6372 -3.1264 5.0142
Cl 2.7863 -3.2128 6.2773
N 8.6524 3.2826 -2.8566
C 7.6877 2.8248 -2.4327
C 6.4853 2.2547 -1.9029
C 5.4834 1.8195 -2.7697
C 4.3210 1.2754 -2.2565
C 4.1379 1.1840 -0.8783
C 5.1402 1.6176 -0.0166
C 6.3152 2.1426 -0.5243
C 2.8475 0.6614 -0.3592
C 2.5753 -0.6893 -0.5711
C 3.4759 -1.6704 -1.0564
C 2.7873 -2.8632 -1.1101
C 1.4836 -2.5867 -0.6697
N 1.3468 -1.2975 -0.3435
C 1.9778 1.5939 0.2191
C 2.1466 3.0014 0.2151
C 0.9909 3.5486 0.7294
C 0.1515 2.4703 1.0404
N 0.7355 1.2973 0.7697
H 5.6204 1.9137 -3.8381
H 3.5365 0.9361 -2.9212
H 4.9993 1.5324 1.0535
H 7.1015 2.4746 0.1395
H 4.5084 -1.4954 -1.3119
H 3.1621 -3.8222 -1.4265
H 0.6493 -3.2708 -0.6066
H 3.0148 3.5249 -0.1500
H 0.7557 4.5916 0.8616
H -0.8483 2.5250 1.4429
O -0.9250 0.2685 -0.7827
O -1.3400 -1.0697 -0.4885
C -0.2728 -0.5433 -3.8063
Si -2.1392 -0.3191 -3.6159
C -2.8787 0.5815 -5.0967
C -3.0179 -1.9669 -3.3416
As -2.2251 1.2445 -1.7728
Si -4.2960 0.6350 -0.7189
C -5.5663 0.9168 -2.0894
C -4.5833 1.9442 0.6294
C -4.5365 -1.0792 0.0357
H -0.0251 -1.2255 -4.6212
H 0.1642 -0.9422 -2.8890
H 0.2007 0.4187 -4.0151
H -2.8147 -0.0352 -5.9944
H -2.3479 1.5158 -5.2872
H -3.9308 0.8226 -4.9305
H -2.8657 -2.6207 -4.2030
H -4.0947 -1.8363 -3.2164
H -2.6322 -2.4759 -2.4598
H -5.3658 1.8660 -2.5936
H -6.5768 0.9610 -1.6812
H -5.5418 0.1275 -2.8427
H -4.8689 2.8919 0.1687
H -3.6819 2.1267 1.2178
H -5.3901 1.6543 1.3071
H -4.1330 -1.8584 -0.6121
H -5.6012 -1.2788 0.1752
H -4.0408 -1.1676 1.0003
N -2.8724 1.0505 3.7564
C -1.6786 0.7658 3.2531
O -1.5939 0.2643 2.1136
C -0.4836 1.1337 4.0957
I -0.6080 0.2065 6.0308
H -3.7059 0.8212 3.2388
H -2.9720 1.4342 4.6816
H -0.4572 2.2080 4.2643
H 0.4370 0.8124 3.6262
*
```

Table of Mulliken atomic charges, one value per atom, all in e: -0.462 -0.166 0.308 0.007 -0.189 0.930 -0.252 -1.569 0.384 0.466 -0.171 0.434 -0.160 -0.491 -0.143 0.585 -0.924 -0.037 -0.391 0.001 -0.883 1.715 -0.371 -0.458 -1.530 -0.794 1.139 -0.359 -0.686 -1.705 -0.612 1.183 0.457 0.579 0.546 0.462 0.646 0.496 0.553 0.645 0.491 0.538 1.191 -0.608 -0.842 0.393 -1.055 -0.844 -0.585 0.679 -1.193 -0.945 -0.829 0.512 -0.055 0.275 0.361 0.321 0.317 0.474 0.248 0.114 0.348 0.388 0.286 0.347 0.057 0.359 0.221 0.479 0.069 -0.160 0.154 0.130 -0.858 0.127 0.228 0.234 0.549 -0.103

***

(2)
Formula: C30H32AuFGeNO2Si
Source: OMol25
Level of theory: wB97M-V/def2-TZVPD

Largest force on an atom (hartree/bohr): 0.00222
Frontier orbital gap (eV): 7.2
Highest occupied orbital energy (eV): -4.5

Structure (ORCA input):
```
! RIJCOSX wB97M-V def2-TZVPD def2/J DEFGRID3
* xyz -1 1
Au 1.3044 -2.0930 2.0081
C -0.6061 -6.0380 0.0356
Si -0.5018 -4.2787 0.7095
C -1.5127 -3.1580 -0.4205
C -1.3429 -4.2429 2.3825
N 1.1392 -3.8032 0.9088
C 2.1435 -4.0534 -0.0001
C 1.9306 -4.2699 -1.3735
C 2.9639 -4.5311 -2.2633
C 4.2775 -4.5738 -1.8262
C 4.5346 -4.3593 -0.4753
C 3.4947 -4.1192 0.3915
F 3.7989 -3.9384 1.6961
H -1.6468 -6.3720 0.0066
H -0.0486 -6.7253 0.6761
H -0.1995 -6.1222 -0.9731
H -2.5497 -3.5019 -0.4801
H -1.1171 -3.1140 -1.4383
H -1.5221 -2.1396 -0.0215
H -2.3538 -4.6554 2.3234
H -1.4140 -3.2126 2.7381
H -0.7748 -4.8150 3.1183
H 0.9160 -4.2046 -1.7472
H 2.7336 -4.6851 -3.3110
H 5.0905 -4.7647 -2.5140
H 5.5410 -4.3837 -0.0768
O 1.4985 -0.2590 2.9268
C 0.5825 0.6067 2.6940
O -0.5478 0.3825 2.2583
C 0.9944 2.0495 2.9668
C -0.0402 3.0337 2.4377
Ge -0.5130 2.7534 0.5479
C 0.7351 1.7104 -0.5510
C 1.6768 2.3676 -1.3453
C 2.5648 1.6529 -2.1397
C 2.5206 0.2662 -2.1561
C 1.5870 -0.4020 -1.3771
C 0.7045 0.3145 -0.5810
C -0.5379 4.5390 -0.3008
C 0.4089 5.5083 0.0282
C 0.4263 6.7467 -0.6017
C -0.5154 7.0398 -1.5773
C -1.4700 6.0899 -1.9158
C -1.4776 4.8546 -1.2822
C -2.3282 2.0613 0.3358
C -3.3412 2.4873 1.1936
C -4.6429 2.0290 1.0499
C -4.9545 1.1320 0.0372
C -3.9597 0.7030 -0.8281
C -2.6587 1.1688 -0.6809
H 1.9770 2.2031 2.5155
H 1.1279 2.1647 4.0465
H 0.2857 4.0664 2.5815
H -0.9777 2.9044 2.9826
H 1.7161 3.4510 -1.3514
H 3.2916 2.1808 -2.7461
H 3.2189 -0.2980 -2.7628
H 1.5645 -1.4851 -1.3658
H 0.0037 -0.2168 0.0504
H 1.1542 5.2966 0.7887
H 1.1744 7.4821 -0.3305
H -0.5066 8.0036 -2.0715
H -2.2104 6.3129 -2.6746
H -2.2311 4.1228 -1.5531
H -3.1149 3.1820 1.9956
H -5.4135 2.3667 1.7326
H -5.9681 0.7661 -0.0730
H -4.1912 -0.0032 -1.6163
H -1.8915 0.8185 -1.3612
*
```

Table of natural (NBO) atomic charges, one value per atom, all in e: 0.562 -1.134 1.827 -1.145 -1.134 -1.210 0.215 -0.304 -0.221 -0.270 -0.266 0.325 -0.331 0.222 0.232 0.230 0.223 0.222 0.247 0.219 0.251 0.234 0.207 0.200 0.200 0.213 -0.776 0.794 -0.705 -0.518 -0.820 1.624 -0.472 -0.207 -0.234 -0.200 -0.239 -0.138 -0.451 -0.154 -0.244 -0.224 -0.219 -0.199 -0.332 -0.220 -0.221 -0.227 -0.203 -0.241 0.220 0.217 0.214 0.233 0.208 0.200 0.206 0.228 0.232 0.195 0.203 0.203 0.204 0.217 0.201 0.202 0.202 0.206 0.220

***

(3)
Formula: C30H32BBr2F3O2
Source: OMol25
Level of theory: wB97M-V/def2-TZVPD

Largest force on an atom (hartree/bohr): 0.06049
Frontier orbital gap (eV): 1.7
Highest occupied orbital energy (eV): -5.7

Structure (ORCA input):
```
! RIJCOSX wB97M-V def2-TZVPD def2/J DEFGRID3
* xyz 0 1
Br -6.0218 -0.2624 -2.1111
C -4.3399 -0.8477 -1.4976
C -4.1460 -2.1982 -1.1636
C -2.9778 -2.5965 -0.5422
C -1.9104 -1.6813 -0.3476
C -0.6945 -2.1440 0.2471
C 0.5377 -1.5907 -0.1401
C 1.6743 -2.3655 -0.3519
C 2.9058 -1.8454 -0.8733
C 4.0055 -2.7053 -1.1369
C 5.2676 -2.1815 -1.3958
C 5.4509 -0.7878 -1.4434
Br 7.1664 -0.0648 -1.7007
C 4.3456 0.0687 -1.3378
C 3.0792 -0.4498 -1.0803
C -2.0653 -0.3502 -0.8329
C -3.2688 0.0588 -1.4011
H -4.9450 -2.9164 -1.3477
H -2.8270 -3.6301 -0.2082
H -0.7182 -3.0635 0.8403
H 0.5614 -0.5198 -0.3631
H 1.6020 -3.4441 -0.1897
H 3.8558 -3.7884 -1.0877
H 6.1173 -2.8327 -1.5505
H 4.4794 1.1376 -1.4456
H 2.2230 0.2192 -0.9831
H -1.2378 0.3617 -0.7489
H -3.4004 1.0757 -1.7533
C -4.5440 2.1999 10.0264
C -3.9013 1.7370 8.7226
C -4.4431 2.5439 7.5409
C -2.2823 1.7822 8.7491
C -1.6699 3.0709 8.2130
C -1.7618 1.4859 10.1568
O -1.9046 0.7286 7.8805
B -3.0518 -0.1348 7.7645
C -3.5392 -0.3343 6.2018
C -4.8885 -0.3790 5.8950
C -5.2697 -0.7113 4.5916
C -4.2728 -0.9587 3.6628
C -4.6515 -1.2826 2.2698
F -4.2858 -0.2503 1.4356
F -3.9943 -2.4157 1.8654
F -5.9760 -1.5009 2.0448
C -2.9135 -0.8903 3.9578
C -2.5510 -0.5162 5.2451
C -2.5599 -1.7365 8.1159
C -3.7059 -2.5510 8.6418
O -4.1673 0.3613 8.5328
H -4.3287 3.2696 10.1927
H -5.6335 2.0709 9.9647
H -4.1664 1.6234 10.8836
H -4.3762 3.6137 7.7750
H -3.8777 2.3341 6.6226
H -5.4968 2.2981 7.3660
H -1.9577 3.9232 8.8441
H -0.5757 2.9763 8.2314
H -1.9895 3.2664 7.1800
H -1.9088 2.3660 10.7925
H -2.2918 0.6286 10.5970
H -0.6900 1.2579 10.1153
H -5.6630 -0.1704 6.6294
H -6.3122 -0.7962 4.3047
H -2.1567 -1.1337 3.2138
H -1.4986 -0.4140 5.5005
H -2.0608 -2.1511 7.2323
H -1.8206 -1.6265 8.9126
H -3.3123 -3.4568 9.1145
H -4.2557 -1.9930 9.4017
H -4.4185 -2.8585 7.8756
*
```

Table of natural (NBO) atomic charges, one value per atom, all in e: 0.153 0.016 -0.262 -0.098 -0.072 0.080 -0.292 0.007 -0.149 -0.124 -0.244 -0.033 0.130 -0.242 -0.125 -0.131 -0.249 0.249 0.235 0.233 0.220 0.223 0.229 0.243 0.242 0.218 0.221 0.245 -0.626 0.261 -0.646 0.250 -0.624 -0.636 -0.736 0.805 -0.101 -0.253 -0.178 -0.238 0.995 -0.359 -0.358 -0.330 -0.199 -0.229 -0.643 -0.605 -0.740 0.194 0.209 0.216 0.197 0.221 0.209 0.193 0.207 0.212 0.193 0.218 0.210 0.227 0.212 0.182 0.216 0.182 0.190 0.179 0.209 0.187

***

> Which value of highest occupied orbital energy does entry 3 give?

-5.7 eV